ORCA calculation (wB97M-V/def2-TZVPD) on an isolated molecule of HO2PS.

Structure (XYZ):
```
5
Properties=species:S:1:pos:R:3:forces:R:3:lowdin_charge:R:1
O -0.952 -0.039 -0.201 0.568 -0.542 0.001 -0.974
O 1.477 -1.410 -0.232 -0.773 0.195 -0.091 -0.402
P 0.638 -0.347 0.364 -1.340 0.857 -0.122 0.749
S -2.326 0.870 0.032 1.459 -0.609 0.116 0.623
H 1.163 0.927 0.038 0.086 0.099 0.095 0.004
```
Positions in Å, forces in eV/Å.

Energy relative to the best compared isomer or geometry (same formula, charge and spin) in kJ/mol: 256.7
HOMO level (spin up / spin down) in eV: -9.683 / -9.252


ORCA calculation (wB97M-V/def2-TZVPD) on a structure of composition Hg6O24S6.

Structure (XYZ):
```
36
Properties=species:S:1:pos:R:3:forces:R:3:lowdin_charge:R:1
Hg 2.560 -0.227 -1.665 1.236 0.115 1.215 1.363
Hg -1.249 3.102 -1.924 -1.410 0.834 1.055 1.367
Hg -3.626 -2.326 -1.894 -0.436 0.194 -0.077 1.103
Hg -1.907 1.284 1.184 -1.236 0.766 0.969 1.321
Hg 0.831 0.018 3.138 -0.217 -0.546 0.378 1.359
Hg 1.180 -3.312 -1.107 0.798 0.522 0.123 1.406
S -1.760 -0.577 4.157 -2.401 -1.909 2.476 0.257
O -0.541 -1.437 4.101 1.050 -0.782 0.025 -0.396
O -2.958 -1.313 3.751 0.708 0.316 -0.091 -0.274
O -1.866 0.045 5.454 -0.143 -0.077 0.047 -0.251
O -1.417 0.463 3.170 -0.365 2.715 -2.288 -0.550
S -3.847 3.734 -0.582 -4.053 -0.971 2.006 0.256
O -4.868 2.839 -1.079 0.078 0.059 -0.612 -0.329
O -3.063 4.334 -1.712 2.122 0.790 -2.277 -0.435
O -4.344 4.712 0.355 0.865 0.115 -0.863 -0.273
O -2.798 2.876 0.050 2.308 -1.470 1.240 -0.560
S 3.337 -1.358 1.115 4.603 1.512 1.132 0.312
O 4.181 -0.386 0.336 -1.049 0.421 -0.484 -0.350
O 2.595 -1.946 -0.025 -1.967 -2.999 -1.635 -0.540
O 4.220 -2.216 1.866 -1.592 -0.157 -0.383 -0.262
O 2.337 -0.659 1.920 0.313 0.010 0.250 -0.447
S -0.789 -0.812 -0.659 1.419 1.865 2.592 0.228
O 0.516 -1.086 -1.314 -0.887 -0.451 -1.140 -0.519
O -0.579 -0.860 0.795 -0.698 -0.704 -1.160 -0.365
O -1.332 0.492 -1.020 -0.353 0.089 -1.110 -0.425
O -1.669 -1.884 -1.142 -0.631 -2.091 -0.405 -0.589
S 2.414 -2.948 -4.095 1.553 -0.523 -4.815 0.294
O 3.785 -3.341 -4.511 -1.418 0.671 1.321 -0.221
O 1.545 -4.115 -4.126 -0.630 -0.134 0.952 -0.292
O 2.356 -2.386 -2.697 0.527 0.864 1.962 -0.554
O 1.973 -1.867 -4.999 -0.016 -0.377 0.945 -0.260
S 1.021 2.240 0.624 2.174 2.541 0.798 0.285
O 1.657 1.182 -0.129 0.718 -1.509 -0.848 -0.408
O 1.931 3.227 1.137 -0.315 -0.325 -0.914 -0.240
O -0.054 2.761 -0.254 -0.628 1.393 -0.982 -0.511
O 0.227 1.747 1.780 -0.029 -0.767 0.596 -0.500
```
Positions in Å, forces in eV/Å.

HOMO level in eV: -9.636


ORCA calculation (wB97M-V/def2-TZVPD) on a structure of composition HgI.

Structure (XYZ):
```
2
Properties=species:S:1:pos:R:3:forces:R:3:lowdin_charge:R:1
Hg 1.129 0.769 0.362 -1.392 -0.949 -0.447 0.819
I -1.129 -0.769 -0.362 1.392 0.949 0.447 0.181
```
Positions in Å, forces in eV/Å.

Energy relative to the best compared isomer or geometry (same formula, charge and spin) in kJ/mol: 27.2
Total charge: +1
HOMO level in eV: -15.310


ORCA calculation (wB97M-V/def2-TZVPD) on a structure of composition I4Y.

Structure (XYZ):
```
5
Properties=species:S:1:pos:R:3:forces:R:3:lowdin_charge:R:1
Y -11.647 -19.954 29.388 0.155 0.119 0.393 1.366
I -15.652 -17.570 27.742 0.915 -0.564 0.332 -0.604
I -8.666 -16.317 31.068 -0.645 -0.772 -0.356 -0.575
I -13.290 -22.590 33.110 0.406 0.636 -0.928 -0.586
I -8.290 -22.485 26.869 -0.831 0.582 0.559 -0.601
```
Positions in Å, forces in eV/Å.

Energy relative to the best compared isomer or geometry (same formula, charge and spin) in kJ/mol: 1237.1
Total charge: -1
HOMO level in eV: -6.263


> Which formula does entry 4 have?

I4Y